A 2-piece molecular cluster, C4H10N2O2S overall in a non-equilibrium geometry. Source: OMol25; level of theory: wB97M-V/def2-TZVPD.

## Properties
**E_HOMO**: -7.872 eV
**Frontier orbital gap**: 8.17 eV
**Relative energy (zero: lowest compared OMol25 entry of this formula, charge and spin)**: 86.8 kcal per mole
**E_tot**: -22216.1166 eV

```
! RIJCOSX wB97M-V def2-TZVPD def2/J DEFGRID3
* xyz 0 1
C 2.90216 0.08280 -0.28037
C 3.16966 0.11895 1.02414
C 0.24789 1.82112 -0.68470
C -0.87128 0.01165 0.34613
N -3.43935 -0.88949 0.51731
N -0.55659 0.71380 -0.70777
O -1.66839 -2.45667 0.63585
O -2.03699 -1.38416 -1.57411
S -1.97281 -1.24676 -0.13669
H 1.90339 0.15999 -0.53456
H 3.58731 -0.16237 -1.06940
H 2.53661 0.19724 1.82059
H 0.44628 2.10930 -1.66302
H 0.71552 2.05616 0.24972
H 4.13692 0.08423 1.36892
H -0.62407 0.37794 1.34993
H -3.78701 -1.67077 1.08836
H -3.95346 -0.21337 -0.13399
H -0.73581 0.29041 -1.61635
*
```

Atomic partial charges in e from the natural (NBO) method, atoms 1 to 8: number 1, C, carries -0.370; number 2, C, carries -0.369; number 3, C, carries -0.309; number 4, C, carries -0.474; number 5, N, carries -1.111; number 6, N, carries -0.383; number 7, O, carries -0.971; number 8, O, carries -0.949